No. 1
# C4H3IN2

A 2-piece molecular cluster, C4H3IN2 overall at a distorted geometry (ωB97M-V/def2-TZVPD, the OMol25 dataset).

CARTESIAN COORDINATES (ANGSTROEM)
C (0.394, -0.551, 1.362)
C (0.486, -1.956, -1.207)
C (-0.819, 1.133, 0.012)
C (0.365, 0.243, 0.189)
N (0.510, -1.113, 2.362)
N (0.417, -2.791, -1.977)
I (2.189, 1.064, -0.435)
H (-1.767, 0.534, 0.337)
H (-0.777, 2.260, 0.367)
H (-0.998, 1.177, -1.009)

Results
- 2S+1 = 3
- Kohn-Sham gap (spin up / spin down) (eV) = 8.8 / 6.2
- LUMO (spin up / spin down) (eV) = -0.45 / -4.61
- M (g mol⁻¹) = 205.99
- ΔE to the lowest compared entry with this formula, charge and spin (kcal/mol) = 5.83
- net charge = 0
- E_HOMO (spin up / spin down) (eV) = -9.260 / -10.792
- largest force on an atom (eV/A) = 2.60

Now the natural (NBO) charges, all in e: 0.16, 0.36, -0.70, -0.20, -0.24, -0.42, 0.31, 0.24, 0.25, 0.23

***

No. 2
# CH13O6Pd

CH13O6Pd as an isolated structure at a distorted geometry (ωB97M-V/def2-TZVPD, the OMol25 dataset).

CARTESIAN COORDINATES (ANGSTROEM)
Pd (-0.082, -0.375, -0.113)
C (1.374, 2.132, 1.565)
O (1.305, 0.735, 1.409)
H (0.802, 2.640, 2.342)
H (2.364, 2.362, 1.957)
H (1.332, 2.687, 0.628)
O (1.579, -0.738, -1.372)
H (1.667, -0.147, -2.119)
H (2.469, -1.047, -1.204)
O (-1.932, -0.175, 1.046)
H (-2.592, -0.862, 0.951)
H (-2.387, 0.535, 1.498)
O (-0.630, 1.486, -1.164)
H (-1.064, 2.161, -0.642)
H (-0.387, 1.930, -1.976)
O (-1.317, -1.432, -1.580)
H (-1.373, -2.384, -1.660)
H (-1.844, -1.099, -2.307)
O (0.268, -2.423, 0.830)
H (-0.137, -3.110, 0.301)
H (0.585, -2.876, 1.610)

Results
- 2S+1 = 4
- Kohn-Sham gap (spin up / spin down) (eV) = 11.6 / 8.7
- LUMO (spin up / spin down) (eV) = -6.92 / -9.84
- M (g mol⁻¹) = 227.53
- ΔE to the lowest compared entry with this formula, charge and spin (kcal/mol) = 3.20
- net charge = +2
- E_HOMO (spin up / spin down) (eV) = -18.511 / -18.527
- largest force on an atom (eV/A) = 2.05

Now the natural (NBO) charges, all in e: 1.45, -0.37, -0.27, 0.29, 0.26, 0.20, -0.94, 0.52, 0.54, -0.96, 0.52, 0.53, -0.96, 0.52, 0.53, -0.96, 0.52, 0.53, -0.96, 0.50, 0.54

***

No. 3
# C4H9NS

C4H9NS in the gas phase at a distorted geometry (ωB97M-V/def2-TZVPD, the OMol25 dataset).

CARTESIAN COORDINATES (ANGSTROEM)
C (0.598, 0.887, -0.794)
C (1.979, 1.067, -0.633)
C (-1.744, 0.430, 1.022)
C (-0.825, -0.842, 0.520)
N (1.259, -1.560, -0.913)
S (-0.058, -0.753, -1.079)
H (-0.209, 1.649, -0.683)
H (2.542, 0.259, -0.708)
H (2.386, 2.040, -0.795)
H (-2.069, 1.015, 0.093)
H (-2.599, 0.073, 1.711)
H (-1.125, 1.040, 1.669)
H (-1.363, -1.802, 0.600)
H (0.051, -1.056, 1.295)
H (1.177, -2.445, -1.305)

Results
- Kohn-Sham gap (eV) = 9.2
- LUMO (eV) = 0.74
- M (g mol⁻¹) = 103.19
- ΔE to the lowest compared entry with this formula, charge and spin (kcal/mol) = 89.64
- net charge = 0
- E_HOMO (eV) = -8.420
- largest force on an atom (eV/A) = 7.28

Now the natural (NBO) charges, all in e: -0.42, -0.33, -0.63, -0.65, -1.19, 1.10, 0.22, 0.22, 0.20, 0.21, 0.23, 0.22, 0.23, 0.25, 0.36

***

No. 4
# C3H4S2

C3H4S2 as an isolated structure at a distorted geometry (ωB97M-V/def2-TZVPD, the OMol25 dataset).

CARTESIAN COORDINATES (ANGSTROEM)
C (-2.171, -0.116, -0.924)
C (-1.442, -0.029, 0.329)
C (0.547, 0.002, 0.602)
S (-2.534, -1.395, 0.358)
S (-2.477, 1.457, 0.078)
H (-1.741, -0.040, -1.894)
H (0.862, -0.923, 0.160)
H (0.765, 0.110, 1.650)
H (0.758, 0.902, -0.018)

Results
- Kohn-Sham gap (eV) = 8.9
- LUMO (eV) = 0.15
- M (g mol⁻¹) = 104.20
- ΔE to the lowest compared entry with this formula, charge and spin (kcal/mol) = 78.11
- net charge = 0
- E_HOMO (eV) = -8.753
- largest force on an atom (eV/A) = 4.69

Now the natural (NBO) charges, all in e: -0.43, -0.31, -0.50, 0.22, 0.12, 0.25, 0.21, 0.21, 0.22

***

No. 5
# C35H32Br2HgN8O4S

C35H32Br2HgN8O4S as an isolated structure at a distorted geometry (ωB97M-V/def2-TZVPD, the OMol25 dataset).

CARTESIAN COORDINATES (ANGSTROEM)
Hg (-1.298, 1.697, 0.870)
C (2.631, 1.690, 0.024)
N (2.566, 0.457, 0.900)
C (2.555, -0.683, -0.023)
C (2.767, -2.034, 0.554)
C (4.036, -2.619, 0.391)
C (4.200, -3.946, 0.872)
C (3.088, -4.612, 1.369)
C (1.883, -3.991, 1.337)
N (1.715, -2.743, 0.996)
C (3.598, 0.424, 2.005)
C (3.191, -0.533, 3.046)
C (4.138, -1.356, 3.597)
C (3.748, -2.088, 4.732)
C (2.469, -1.894, 5.259)
C (1.611, -0.980, 4.655)
N (1.989, -0.358, 3.554)
C (2.121, 2.984, 0.672)
C (1.445, 3.956, -0.111)
C (1.124, 5.209, 0.361)
C (1.406, 5.402, 1.741)
C (1.922, 4.345, 2.468)
N (2.324, 3.225, 1.924)
H (1.966, 1.526, -0.853)
H (3.683, 1.815, -0.265)
H (3.265, -0.482, -0.819)
H (1.541, -0.698, -0.444)
H (4.890, -2.109, -0.015)
H (5.208, -4.469, 0.846)
H (3.187, -5.635, 1.811)
H (1.008, -4.585, 1.626)
H (3.633, 1.456, 2.390)
H (4.608, 0.099, 1.641)
H (5.125, -1.449, 3.233)
H (4.400, -2.837, 5.224)
H (2.120, -2.324, 6.167)
H (0.560, -0.800, 4.927)
H (1.162, 3.610, -1.106)
H (0.911, 6.026, -0.343)
H (1.138, 6.343, 2.238)
H (2.129, 4.407, 3.534)
C (-2.246, -3.616, 0.421)
C (-2.529, -2.553, 1.445)
N (-3.452, -2.726, 2.363)
N (-3.371, -1.591, 3.116)
C (-2.455, -0.682, 2.694)
S (-2.131, 0.903, 3.258)
N (-1.837, -1.327, 1.659)
N (-1.069, -0.605, 0.705)
H (-2.527, -4.568, 0.932)
H (-1.217, -3.609, -0.079)
H (-2.976, -3.399, -0.394)
H (-4.000, -1.479, 3.952)
H (-0.103, -0.673, 1.131)
H (-1.160, -1.107, -0.297)
Br (-4.930, 2.204, -5.122)
C (-4.806, 2.281, -3.321)
C (-5.428, 1.315, -2.481)
C (-5.377, 1.408, -1.118)
C (-4.458, 2.346, -0.551)
C (-3.733, 3.187, -1.352)
C (-3.980, 3.220, -2.746)
C (-2.648, 4.148, -0.777)
O (-2.431, 5.251, -1.230)
O (-1.825, 3.674, 0.166)
H (-6.007, 0.516, -3.001)
H (-5.987, 0.714, -0.528)
H (-4.383, 2.359, 0.542)
H (-3.586, 4.097, -3.263)
Br (-0.283, 2.084, -4.475)
C (-0.606, 0.278, -4.868)
C (-0.770, 0.031, -6.233)
C (-1.313, -1.152, -6.722)
C (-1.512, -2.158, -5.787)
C (-1.400, -1.933, -4.419)
C (-0.971, -0.699, -3.928)
C (-0.907, -0.464, -2.434)
O (-1.335, -1.427, -1.702)
O (-0.395, 0.589, -1.960)
H (-0.512, 0.784, -6.971)
H (-1.481, -1.225, -7.790)
H (-2.022, -3.073, -6.094)
H (-1.599, -2.771, -3.728)

Results
- 2S+1 = 2
- Kohn-Sham gap (spin up / spin down) (eV) = 4.4 / 7.9
- LUMO (spin up / spin down) (eV) = 2.29 / 2.28
- M (g mol⁻¹) = 1021.16
- ΔE to the lowest compared entry with this formula, charge and spin (kcal/mol) = 29.52
- net charge = -1
- E_HOMO (spin up / spin down) (eV) = -2.091 / -5.587
- largest force on an atom (eV/A) = 3.28

Now the Mulliken charges, all in e: 0.69, -0.99, 0.87, 0.09, 0.20, -0.87, -0.47, -0.65, -0.20, 0.13, -0.88, 0.60, -0.68, -0.56, -0.51, -0.34, -0.13, 0.22, 0.02, -0.46, -0.49, -0.37, -0.18, 0.30, 0.26, 0.56, -0.67, 0.45, 0.31, 0.33, 0.34, 0.55, 0.16, 0.50, 0.34, 0.44, 0.38, 0.22, 0.40, 0.33, 0.42, -0.93, 0.67, -0.89, 0.21, -0.21, -0.39, 0.44, 0.84, 0.39, 0.11, 0.24, 0.24, 0.01, -0.26, -0.17, -0.07, -0.17, -0.76, 0.14, 0.10, -0.44, 0.12, -0.68, -0.56, 0.29, 0.37, 0.48, 0.49, -0.12, 0.02, -0.41, -0.63, -0.50, -0.40, 0.15, 0.77, -0.96, -0.56, 0.35, 0.40, 0.30, 0.33

***

No. 6
# C4H6BiO2

C4H6BiO2 as an isolated structure at a distorted geometry (ωB97M-V/def2-TZVPD, the OMol25 dataset).

CARTESIAN COORDINATES (ANGSTROEM)
O (1.834, 1.567, -3.004)
C (1.528, 1.692, -1.761)
H (1.467, 2.350, -3.618)
H (0.847, 2.588, -1.668)
C (0.540, -0.620, 0.257)
C (-0.385, -0.250, 1.176)
C (-1.548, -1.142, 1.573)
O (-1.483, -2.423, 1.060)
Bi (0.219, -2.828, 0.164)
H (-0.349, 0.712, 1.716)
H (1.399, 0.123, 0.142)
H (-2.488, -0.624, 1.273)
H (-1.581, -1.145, 2.687)

Results
- 2S+1 = 2
- Kohn-Sham gap (spin up / spin down) (eV) = 6.9 / 8.3
- LUMO (spin up / spin down) (eV) = 0.33 / -0.36
- M (g mol⁻¹) = 295.07
- ΔE to the lowest compared entry with this formula, charge and spin (kcal/mol) = 20.01
- net charge = 0
- E_HOMO (spin up / spin down) (eV) = -6.606 / -8.707
- largest force on an atom (eV/A) = 3.29

Now the natural (NBO) charges, all in e: -0.62, 0.13, 0.46, 0.04, -0.63, -0.24, -0.11, -0.85, 1.00, 0.20, 0.26, 0.18, 0.17

***

No. 7
# C7H15Br6Na2O

C7H15Br6Na2O as an isolated structure at a distorted geometry (ωB97M-V/def2-TZVPD, the OMol25 dataset).

CARTESIAN COORDINATES (ANGSTROEM)
Na (2.028, 3.573, -1.019)
Na (-0.257, 3.500, 3.316)
C (0.507, -0.216, 1.824)
O (0.495, 0.947, 1.059)
H (1.151, -1.023, 1.475)
H (1.038, -0.032, 2.758)
H (-0.432, -0.667, 2.146)
Br (1.238, 3.439, -4.843)
C (-0.578, 2.718, -5.107)
C (-1.373, 2.744, -3.710)
Br (-1.609, 4.675, -3.256)
H (-0.564, 1.669, -5.402)
H (-1.096, 3.266, -5.894)
H (-0.891, 2.162, -2.924)
H (-2.365, 2.310, -3.840)
Br (-5.083, 2.193, 0.261)
C (-4.085, 0.529, 0.108)
C (-4.974, -0.399, -0.648)
Br (-4.020, -2.164, -0.934)
H (-3.871, 0.167, 1.113)
H (-3.192, 0.750, -0.476)
H (-5.116, -0.134, -1.696)
H (-5.873, -0.643, -0.082)
Br (5.980, -2.570, 1.591)
C (4.481, -3.161, 2.802)
C (5.011, -4.070, 3.929)
Br (5.631, -5.707, 2.934)
H (3.795, -3.722, 2.167)
H (4.039, -2.231, 3.159)
H (4.219, -4.315, 4.638)
H (5.768, -3.590, 4.550)

Results
- Kohn-Sham gap (eV) = 4.6
- LUMO (eV) = -4.81
- M (g mol⁻¹) = 640.60
- net charge = +1
- E_HOMO (eV) = -9.450
- largest force on an atom (eV/A) = 2.42

Now the natural (NBO) charges, all in e: 0.97, 0.93, -0.24, -1.01, 0.13, 0.09, 0.12, -0.03, -0.43, -0.43, -0.03, 0.24, 0.24, 0.22, 0.24, -0.02, -0.45, -0.40, -0.05, 0.23, 0.23, 0.23, 0.23, -0.05, -0.42, -0.43, -0.01, 0.23, 0.22, 0.23, 0.23

***

No. 8
# C5H10N3

An isolated ion of composition C5H10N3 and charge +1 at a distorted geometry (ωB97M-V/def2-TZVPD, the OMol25 dataset).

CARTESIAN COORDINATES (ANGSTROEM)
C (0.060, 0.983, 1.774)
C (0.123, 0.666, -1.139)
C (-1.059, 1.247, -0.319)
C (-0.148, -0.910, -1.202)
C (1.117, -1.123, 0.881)
N (0.969, 0.150, 1.542)
N (-0.934, 1.265, 1.047)
N (-0.008, -1.594, 0.073)
H (0.233, 1.715, 2.550)
H (-0.122, 0.961, -2.053)
H (1.049, 0.927, -0.687)
H (-1.196, 2.241, -0.542)
H (-2.081, 0.696, -0.660)
H (-1.094, -1.059, -1.651)
H (0.549, -1.478, -1.964)
H (2.000, -0.919, 0.187)
H (1.405, -1.915, 1.598)
H (-0.865, -1.852, 0.564)

Results
- Kohn-Sham gap (spin up / spin down) (eV) = 6.1 / 7.6
- LUMO (spin up / spin down) (eV) = -7.69 / -6.98
- M (g mol⁻¹) = 112.16
- ΔE to the lowest compared entry with this formula, charge and spin (kcal/mol) = 153.35
- net charge = +1
- E_HOMO (spin up / spin down) (eV) = -13.800 / -14.555
- largest force on an atom (eV/A) = 5.38

Now the natural (NBO) charges, all in e: 0.21, -0.41, -0.29, -0.24, -0.14, -0.17, -0.12, -0.49, 0.27, 0.24, 0.22, 0.28, 0.25, 0.23, 0.24, 0.25, 0.26, 0.41